[1]
Entry from the Open Molecules 2025 dataset: 2 unconnected molecules or ions with the total composition C3H8OS2 at a distorted geometry (ωB97M-V/def2-TZVPD).

Computed properties:
Charge ... 0
ΔE to the lowest compared entry with this formula, charge and spin ... 105.0 kcal/mol
Kohn-Sham gap (spin up / spin down) ... 8.21 / 7.90 eV
Highest occupied orbital energy (spin up / spin down) ... -8.2 / -7.6 eV
E_LUMO (spin up / spin down) ... -0.02 / 0.28 eV

Atoms and positions in Å:
C -1.93314 1.14474 0.37921
C 0.32670 -1.32874 -0.45623
C 0.35023 0.13905 -0.17703
O 1.58752 -1.95892 -0.24808
S 1.13661 0.53864 1.36236
S 0.76499 1.17518 -1.57585
H -2.50467 0.46952 -0.19522
H -1.90039 1.12578 1.42925
H -1.78657 2.10723 0.05648
H -0.44010 -1.71968 0.28220
H 0.14437 -1.45707 -1.49605
H 2.46409 -1.71036 -0.63904
H 1.31786 -0.61293 1.99681
H 0.47252 2.08754 -0.71881

---

[2]
Entry from the Open Molecules 2025 dataset: a molecular structure, C7H21NO3P2Ti at a distorted geometry (ωB97M-V/def2-TZVPD).

Computed properties:
Charge ... 0
Kohn-Sham gap (spin up / spin down) ... 7.05 / 8.00 eV
Highest occupied orbital energy (spin up / spin down) ... -7.1 / -8.2 eV
Expectation value of S² ... 2.011
E_LUMO (spin up / spin down) ... -0.02 / -0.25 eV
2S+1 ... 3

Atoms and positions in Å:
Ti 0.01807 0.10229 0.07980
H 0.50558 -1.57434 0.03938
H -0.16587 -1.38903 -0.69075
P 1.80805 -0.13786 1.63430
P -1.44706 0.68682 -1.73991
C -3.18969 0.92308 -1.27295
H -3.74972 1.30892 -2.13684
H -3.64421 -0.02118 -0.93847
H -3.25418 1.64249 -0.44740
C -0.90201 2.26320 -2.38321
H 0.12652 2.17122 -2.74403
H -1.56671 2.56449 -3.20175
H -0.92663 3.01183 -1.58490
C -1.51959 -0.42671 -3.17865
H -1.95479 -1.39876 -2.90878
H -2.13429 0.03837 -3.96333
H -0.50659 -0.59387 -3.56465
C 2.75036 1.42639 1.60275
H 3.59731 1.36730 2.30002
H 3.11621 1.61262 0.58640
H 2.09431 2.25762 1.88881
C 1.36921 -0.35121 3.38389
H 0.87128 -1.31868 3.52517
H 2.26857 -0.30779 4.01409
H 0.67093 0.43712 3.68983
C 3.07477 -1.40831 1.32944
H 3.45231 -1.31247 0.30463
H 3.90487 -1.29546 2.03931
H 2.63128 -2.40494 1.44318
C -1.41600 -0.36382 1.37954
O -2.31248 -0.53146 2.19432
H 1.21390 0.25058 -1.03757
O -1.13631 -3.17695 0.70812
N -1.95464 -2.64442 -0.01294
O -1.69276 -1.40706 -0.33684

---

[3]
Entry from the Open Molecules 2025 dataset: 2 unconnected molecules or ions with the total composition C6H16 at a distorted geometry (ωB97M-V/def2-TZVPD).

Computed properties:
Structure (SMILES) ... CC(C)C.CC
Charge ... 0
ΔE to the lowest compared entry with this formula, charge and spin ... 7.8 kcal/mol
Kohn-Sham gap ... 12.35 eV
Highest occupied orbital energy ... -11.3 eV
E_LUMO ... 1.09 eV

Atoms and positions in Å:
C 0.04514 1.08354 -2.45756
C 0.38484 0.33402 -1.16637
C 1.20081 -0.92741 -1.44890
C 1.11896 1.24936 -0.20218
H 0.96869 1.29249 -2.93474
H -0.50876 1.95268 -2.24110
H -0.50631 0.45409 -3.15794
H -0.55115 0.07646 -0.65507
H 2.10335 -0.63717 -2.01883
H 1.43940 -1.40453 -0.43317
H 0.60160 -1.66008 -2.04475
H 0.43264 2.02329 0.17686
H 1.51438 0.65194 0.66380
H 2.00352 1.67114 -0.69053
C -0.84357 -1.31828 2.04909
C -1.73034 -0.23202 2.63797
H -0.37070 -1.89103 2.83953
H -1.41053 -1.95206 1.41587
H -0.08094 -0.82784 1.43449
H -2.25417 0.27446 1.78072
H -1.05004 0.47398 3.16983
H -2.50680 -0.68702 3.28298

---

[4]
Entry from the Open Molecules 2025 dataset: a molecular structure, C44H52F3MnN5O7S2SbTe at a distorted geometry (ωB97M-V/def2-TZVPD).

Computed properties:
Charge ... -1
ΔE to the lowest compared entry with this formula, charge and spin ... 0.0 kcal/mol
Kohn-Sham gap (spin up / spin down) ... 4.96 / 4.96 eV
Highest occupied orbital energy (spin up / spin down) ... -3.6 / -3.6 eV
Expectation value of S² ... 8.753
E_LUMO (spin up / spin down) ... 1.37 / 1.37 eV
2S+1 ... 6

Atoms and positions in Å:
Mn -15.16957 -19.95159 4.78038
C -21.25635 -15.29927 4.28808
C -19.80078 -15.63221 4.60492
C -19.45429 -16.90052 5.06716
C -18.13066 -17.21573 5.34249
C -17.14830 -16.24999 5.13033
C -17.44242 -14.98671 4.62528
C -18.78737 -14.67777 4.38090
S -15.39819 -16.75331 5.31741
O -14.91964 -16.85577 3.93606
O -14.79375 -15.66529 6.06836
N -15.34835 -18.15446 5.89262
C -15.63344 -18.32660 7.33378
C -16.08777 -19.81193 7.58355
O -16.58959 -20.08695 8.67871
O -15.82814 -20.65645 6.66313
H -21.92909 -15.81980 4.97823
H -21.50891 -15.56543 3.27715
H -21.43773 -14.24896 4.37800
H -20.29224 -17.57396 5.23291
H -17.87302 -18.19913 5.70076
H -16.66239 -14.25990 4.41303
H -19.04441 -13.67411 4.00809
H -16.39149 -17.65361 7.74101
H -14.72531 -18.13523 7.93835
N -17.01641 -20.73751 3.75097
C -16.80662 -20.90319 2.29014
C -17.65869 -19.85712 1.50126
C -17.48640 -18.36939 1.79370
C -16.11958 -17.69739 1.43875
N -15.43919 -18.23509 0.26644
C -16.02879 -18.54145 -0.85831
N -17.11357 -17.82301 -1.23958
N -15.53911 -19.52919 -1.59660
C -15.33956 -20.68473 1.83451
O -15.04743 -20.98639 0.65499
O -14.58915 -20.10304 2.68573
H -17.11550 -21.66081 4.21410
H -17.84899 -20.20074 3.91834
H -17.07584 -21.94539 2.04101
H -18.69544 -20.10344 1.68051
H -17.54189 -20.08588 0.44840
H -17.66446 -18.13969 2.82547
H -18.29569 -17.95234 1.16635
H -15.38084 -17.81191 2.22086
H -16.23799 -16.61927 1.31728
H -14.60697 -18.80659 0.40332
H -17.44150 -17.11421 -0.63724
H -17.87031 -18.33383 -1.73777
H -15.15917 -20.34773 -1.06274
H -16.05285 -19.69466 -2.46328
C -14.91250 -28.68655 0.27886
C -15.17392 -27.70732 1.38238
C -16.50671 -27.41335 1.74870
C -16.82492 -26.43837 2.68720
C -18.23418 -26.21650 3.13419
C -15.71323 -25.66014 3.23245
Te -16.07975 -24.00939 4.56546
C -14.38957 -26.00751 2.92888
C -13.20266 -25.44699 3.68753
C -14.15933 -27.02178 1.98499
H -15.14566 -28.24898 -0.69666
H -15.50574 -29.60863 0.47017
H -13.82111 -28.96764 0.28663
H -17.31410 -28.00704 1.27818
H -18.97187 -26.82212 2.59803
H -18.47512 -25.18296 2.99790
H -18.29518 -26.35727 4.22840
H -12.98898 -24.39737 3.51254
H -12.31572 -26.00649 3.43571
H -13.44410 -25.52559 4.76371
H -13.16288 -27.35746 1.75678
C -11.36945 -20.83160 7.41502
S -13.03607 -21.27504 6.92057
C -12.63059 -22.94557 6.47321
O -13.16757 -20.50345 5.64031
H -11.06100 -21.41294 8.26306
H -11.35999 -19.77594 7.64199
H -10.71341 -20.99938 6.55717
H -12.32264 -23.52805 7.32478
H -11.90450 -22.88612 5.64834
H -13.55986 -23.29912 6.00857
F -12.33753 -13.31742 6.61073
C -11.96926 -14.41326 5.93254
C -11.37196 -15.46121 6.59233
C -11.16513 -16.64613 5.91841
C -11.43256 -16.75411 4.55676
C -11.90974 -15.62801 3.87045
C -12.21765 -14.44659 4.55686
Sb -11.52072 -18.69573 3.69726
C -9.49783 -19.50095 3.90447
C -9.36991 -20.72310 3.24791
C -8.20264 -21.47727 3.30716
C -7.13797 -20.99359 4.07583
F -6.03607 -21.75624 4.20707
C -7.23511 -19.79110 4.72602
C -8.40911 -19.04770 4.62904
C -11.24922 -18.08408 1.59825
C -11.91538 -18.90893 0.67960
C -11.74539 -18.71151 -0.68217
C -10.85655 -17.77229 -1.10108
F -10.75745 -17.55631 -2.46517
C -10.12783 -16.97508 -0.23363
C -10.35101 -17.13275 1.12899
H -11.13608 -15.38989 7.66171
H -10.79773 -17.49888 6.44865
H -12.06807 -15.67085 2.79588
H -12.64705 -13.59746 4.01627
H -10.17765 -21.17099 2.70840
H -8.06724 -22.38865 2.80431
H -6.37795 -19.46814 5.25527
H -8.48655 -18.10306 5.15614
H -12.60003 -19.66271 1.03225
H -12.27864 -19.29392 -1.45632
H -9.41849 -16.26028 -0.60019
H -9.80192 -16.52193 1.83197

---

[5]
Entry from the Open Molecules 2025 dataset: a molecular structure, C17H21CoN4STe (ωB97M-V/def2-TZVPD).

Computed properties:
Charge ... +2
ΔE to the lowest compared entry with this formula, charge and spin ... 11.0 kcal/mol
Kohn-Sham gap (spin up / spin down) ... 6.87 / 5.95 eV
Highest occupied orbital energy (spin up / spin down) ... -13.8 / -14.1 eV
Expectation value of S² ... 6.028
E_LUMO (spin up / spin down) ... -6.92 / -8.16 eV
2S+1 ... 5

Atoms and positions in Å:
Co 0.83531 1.73384 -0.11485
C -1.09498 5.66666 0.18151
C -0.67593 4.23974 0.08301
N 0.51999 3.78822 0.12943
N 1.61723 4.58667 0.25724
C 2.84009 4.02136 0.10428
N 3.88738 4.80990 0.25761
S 3.05815 2.37324 -0.28915
C -1.70576 3.17255 -0.10621
C -3.05385 3.44680 -0.10394
C -3.95416 2.39838 -0.29074
C -3.47029 1.12004 -0.47353
C -2.09611 0.92281 -0.46430
N -1.23291 1.92083 -0.28771
H -0.27022 6.36447 0.29319
H -1.75790 5.79930 1.03836
H -1.64993 5.94922 -0.71476
H 1.50913 5.57633 0.42219
H 3.81605 5.79023 0.48423
H 4.81182 4.42567 0.13385
H -3.41464 4.45467 0.03992
H -5.01863 2.59179 -0.29139
H -4.13338 0.27992 -0.62262
H -1.66972 -0.06221 -0.60694
C 0.01442 -6.90485 0.15238
C 0.29167 -5.43491 0.08694
C 0.53947 -4.80450 -1.13666
C 0.83172 -3.46027 -1.22561
C 1.10021 -2.85868 -2.57723
C 0.83679 -2.71579 -0.01264
Te 1.36905 -0.74837 -0.11921
C 0.59501 -3.32268 1.25026
C 0.61157 -2.60546 2.57127
C 0.31587 -4.67499 1.25561
H 0.02714 -7.36515 -0.83242
H -0.95839 -7.09033 0.61139
H 0.76015 -7.40002 0.77700
H 0.51043 -5.39370 -2.04501
H 1.05882 -3.63069 -3.34172
H 2.08398 -2.39120 -2.62694
H 0.35882 -2.09766 -2.82694
H 0.72023 -1.52850 2.47797
H 1.43400 -2.97227 3.18702
H -0.31290 -2.80932 3.11189
H 0.11519 -5.16113 2.20396

---

[6]
Entry from the Open Molecules 2025 dataset: 7 unconnected molecules or ions with the total composition C4H18O7 at a distorted geometry (ωB97M-V/def2-TZVPD).

Computed properties:
Charge ... -1
ΔE to the lowest compared entry with this formula, charge and spin ... 20.9 kcal/mol
Kohn-Sham gap (spin up / spin down) ... 3.27 / 6.57 eV
Highest occupied orbital energy (spin up / spin down) ... 0.0 / -3.3 eV
Expectation value of S² ... 0.760
E_LUMO (spin up / spin down) ... 3.31 / 3.26 eV
2S+1 ... 2

Atoms and positions in Å:
C -1.19736 1.20485 0.75988
C -0.56599 2.14551 0.02997
O -1.20447 3.19707 -0.59503
C 0.82890 2.36903 -0.39176
C 1.84319 1.43415 -0.22607
H -2.21070 1.04534 0.96100
H -0.69768 0.30580 1.22780
H -2.24952 3.06250 -0.50852
H 1.00999 3.37971 -0.77320
H 1.76438 0.57077 0.33198
H 2.86154 1.60649 -0.48989
H -1.44156 -1.88613 2.62325
H -2.12967 -2.79552 1.56811
O -1.96378 -1.89823 1.72936
H 1.64342 -2.07197 0.29761
H 3.19878 -1.57532 0.24735
O 2.43123 -1.86304 0.80835
H 0.12820 -0.96422 -3.29114
H -0.40859 0.09462 -2.34025
O -0.08482 -0.81998 -2.44272
H -0.66797 -2.03842 0.41204
H -0.03523 -1.88533 -0.85464
O 0.01434 -2.45835 -0.02796
H 0.69995 -1.62969 3.60155
H 0.67184 -2.24163 2.17127
O 0.19500 -2.13695 2.99839
H -1.40012 2.06177 -2.11071
H -0.17201 2.23952 -2.87287
O -0.86125 1.54765 -2.84315